122
Properties=species:S:1:pos:R:3:lowdin_charge:R:1 method="wB97M-V/def2-TZVPD" lumo_energy_ev=3.48 e_homo_ha=-0.127 max_force_ev_per_a=2.250 total_charge=-2 mol_weight_g_mol=1136.53 homo_lumo_gap_ev=6.94
Rb 0.197 -1.080 0.500 0.885
C 0.910 5.406 1.479 -0.009
C 1.773 4.501 0.663 -0.290
C 3.151 4.476 0.602 0.010
C 3.440 3.413 -0.273 -0.267
N 2.335 2.860 -0.732 0.155
N 1.310 3.535 -0.163 0.006
B -0.096 2.940 -0.440 -0.507
N -1.088 3.198 0.722 0.003
N -1.034 2.277 1.705 0.152
C -2.004 2.564 2.552 -0.265
C -2.713 3.707 2.122 0.004
C -2.087 4.074 0.947 -0.320
C -2.411 5.194 0.014 -0.014
C -2.219 1.674 3.712 -0.160
C -1.300 0.656 3.968 -0.018
C -1.498 -0.226 5.014 -0.074
C -2.617 -0.098 5.828 -0.105
C -3.536 0.915 5.584 -0.110
C -3.339 1.795 4.529 -0.060
N -0.689 3.384 -1.805 0.031
N -1.438 2.440 -2.417 0.137
C -1.688 2.885 -3.631 -0.265
C -1.089 4.140 -3.839 0.011
C -0.450 4.416 -2.647 -0.279
C 0.386 5.613 -2.325 -0.014
C -2.400 2.024 -4.595 -0.155
C -3.332 2.566 -5.476 -0.047
C -3.968 1.767 -6.416 -0.109
C -3.672 0.414 -6.486 -0.116
C -2.743 -0.131 -5.609 -0.085
C -2.110 0.663 -4.663 -0.009
C 4.751 2.823 -0.601 -0.160
C 4.897 1.438 -0.632 -0.005
C 6.127 0.873 -0.929 -0.073
C 7.228 1.681 -1.187 -0.116
C 7.092 3.062 -1.142 -0.116
C 5.859 3.628 -0.850 -0.052
H 1.528 5.895 2.232 0.076
H 0.445 6.186 0.869 0.071
H 0.117 4.867 1.993 0.070
H 3.835 5.077 1.177 0.099
H 0.067 1.764 -0.487 0.088
H -3.555 4.195 2.584 0.096
H -2.968 5.968 0.544 0.078
H -1.509 5.651 -0.396 0.045
H -3.010 4.864 -0.839 0.082
H -0.451 0.573 3.305 0.106
H -0.786 -1.026 5.171 0.106
H -2.779 -0.796 6.640 0.089
H -4.417 1.011 6.207 0.088
H -4.072 2.567 4.323 0.098
H -1.074 4.732 -4.738 0.098
H 0.777 6.023 -3.256 0.077
H -0.193 6.403 -1.835 0.066
H 1.231 5.366 -1.689 0.067
H -3.561 3.622 -5.409 0.105
H -4.696 2.204 -7.089 0.089
H -4.158 -0.211 -7.226 0.089
H -2.487 -1.181 -5.675 0.091
H -1.376 0.243 -3.985 0.114
H 4.047 0.810 -0.391 0.104
H 6.223 -0.205 -0.944 0.103
H 8.189 1.235 -1.414 0.087
H 7.946 3.700 -1.340 0.087
H 5.743 4.705 -0.826 0.103
N -0.244 -4.053 3.346 0.094
C -1.479 -3.740 2.850 -0.709
N -1.857 -2.525 2.608 0.108
C -3.174 -2.506 2.200 -0.344
C -3.794 -3.705 2.120 -0.375
S -2.692 -4.953 2.590 1.000
C -3.781 -1.221 1.805 -0.349
C -4.955 -0.727 2.257 -0.368
S -5.299 0.757 1.436 0.999
C -3.815 0.574 0.545 -0.699
N -3.111 -0.464 0.869 0.112
N -3.505 1.396 -0.488 0.131
H 0.446 -3.310 3.166 0.039
H 0.105 -4.938 3.004 0.086
H -4.786 -3.910 1.762 0.065
H -5.581 -1.114 3.039 0.065
H -3.765 2.364 -0.402 0.076
H -2.627 1.231 -0.969 0.065
O 1.736 -2.023 3.053 -0.379
S 2.880 -1.396 2.391 0.423
O 3.733 -0.652 3.289 -0.326
O 2.499 -0.680 1.178 -0.546
C 3.896 -2.759 1.774 -0.192
C 5.162 -2.836 2.346 -0.069
C 6.077 -3.803 1.960 -0.097
C 5.731 -4.719 0.988 -0.099
C 4.472 -4.662 0.409 -0.074
C 3.539 -3.697 0.780 -0.188
S 1.999 -3.779 -0.172 0.423
O 2.090 -2.672 -1.120 -0.386
O 2.020 -5.091 -0.791 -0.339
O 0.895 -3.596 0.761 -0.475
H 5.414 -2.103 3.098 0.099
H 7.058 -3.831 2.421 0.094
H 6.434 -5.481 0.671 0.093
H 4.184 -5.375 -0.347 0.097
O 2.023 -0.566 -3.072 -0.074
H 2.131 0.176 -2.468 0.017
H 2.078 -1.352 -2.507 -0.019
O -3.990 -2.172 -1.912 0.111
C -2.671 -2.129 -2.139 -0.498
O -1.948 -1.265 -1.738 0.056
C -2.111 -3.320 -2.898 -0.223
N -3.176 -4.299 -3.181 -0.035
C -2.867 -5.555 -2.466 -0.192
C -1.906 -5.129 -1.360 -0.148
C -1.069 -4.054 -2.040 -0.109
H -1.670 -2.919 -3.815 0.153
H -3.298 -4.438 -4.174 0.112
H -4.275 -3.016 -2.334 0.093
H -2.376 -6.276 -3.131 0.109
H -3.781 -6.013 -2.085 0.103
H -1.300 -5.952 -0.987 0.118
H -2.454 -4.708 -0.513 0.099
H -0.306 -4.506 -2.675 0.127
H -0.559 -3.391 -1.347 0.077

19
Properties=species:S:1:pos:R:3:nbo_charge:R:1 method="wB97M-V/def2-TZVPD" de_lowest_kj_mol=252.4 lumo_energy_ev=0.96 e_homo_ha=-0.311 max_force_ev_per_a=6.018 smiles=Cc1sccc1C1CC1 mol_weight_g_mol=138.24 homo_lumo_gap_ev=9.43
C -0.514 -0.064 -1.855 -0.261
C -1.306 -1.147 -2.197 -0.429
C 0.054 -0.182 -0.580 -0.088
C -0.195 -1.365 0.087 -0.144
C 0.061 1.560 1.301 -0.399
C 0.292 2.357 0.088 -0.429
C 0.820 0.906 0.165 -0.251
C 0.378 -2.127 1.316 -0.613
S -1.090 -2.386 -1.050 0.409
H -0.333 0.851 -2.345 0.222
H -1.947 -1.298 -3.110 0.247
H 0.712 1.733 2.280 0.204
H -0.858 1.246 1.629 0.221
H -0.423 2.633 -0.620 0.214
H 1.034 3.145 -0.091 0.216
H 1.942 0.952 0.262 0.228
H -0.466 -2.351 2.011 0.219
H 0.816 -2.943 0.938 0.218
H 1.023 -1.519 1.772 0.217

19
Properties=species:S:1:pos:R:3:nbo_charge:R:1 method="wB97M-V/def2-TZVPD" de_lowest_kj_mol=372.9 lumo_energy_ev=0.84 e_homo_ha=-0.313 max_force_ev_per_a=1.287 mol_weight_g_mol=117.15 homo_lumo_gap_ev=9.34
C -1.738 -1.527 -0.256 -0.423
N -1.077 -0.448 0.471 -0.524
C -0.746 1.021 -0.341 0.496
O -1.524 1.948 -0.085 -0.734
H -1.639 -0.150 1.267 0.401
H -0.552 0.684 -1.382 0.100
H -2.620 -1.141 -0.770 0.217
H -1.042 -1.949 -0.981 0.214
H -2.035 -2.322 0.428 0.213
C 1.844 1.352 -0.464 -0.424
N 0.677 1.039 0.353 -0.540
C 0.508 -0.664 0.909 0.320
N 1.236 -1.573 0.362 -0.848
H 0.594 1.656 1.159 0.398
H 1.153 -1.620 -0.651 0.324
H 0.543 -0.570 1.994 0.167
H 1.643 2.228 -1.083 0.212
H 2.065 0.496 -1.099 0.213
H 2.711 1.539 0.170 0.217

61
Properties=species:S:1:pos:R:3:nbo_charge:R:1 method="wB97M-V/def2-TZVPD" de_lowest_kj_mol=4.1 lumo_energy_ev=3.41 e_homo_ha=-0.065 max_force_ev_per_a=0.756 total_charge=-2 mol_weight_g_mol=1017.28 homo_lumo_gap_ev=5.19
Hf -0.243 -0.124 -0.805 1.731
C 4.170 1.502 -0.231 -0.678
C 2.875 0.989 -0.778 0.248
N 1.954 0.490 -0.043 -0.285
N 2.210 0.378 1.300 -0.464
C 1.066 0.214 1.924 0.610
O -0.071 0.268 1.365 -0.761
C 1.096 -0.133 3.372 -0.035
C -0.106 -0.254 4.062 -0.189
C -0.107 -0.679 5.383 -0.225
C 1.088 -0.989 6.019 -0.218
C 2.290 -0.864 5.333 -0.234
C 2.294 -0.436 4.013 -0.193
C 2.582 1.052 -2.212 0.177
C 3.531 1.483 -3.132 -0.252
C 3.207 1.493 -4.477 -0.158
C 1.956 1.055 -4.860 -0.260
C 1.071 0.623 -3.885 0.096
N 1.363 0.636 -2.585 -0.478
H 4.059 1.689 0.832 0.259
H 4.467 2.421 -0.736 0.214
H 4.963 0.761 -0.368 0.220
H -1.025 -0.023 3.537 0.251
H -1.046 -0.779 5.913 0.206
H 1.083 -1.336 7.046 0.199
H 3.223 -1.113 5.824 0.199
H 3.217 -0.350 3.456 0.230
H 4.507 1.805 -2.799 0.211
H 3.925 1.837 -5.212 0.205
H 1.643 1.050 -5.896 0.221
H 0.081 0.260 -4.136 0.270
S -2.703 3.965 0.059 -0.229
C -1.879 2.562 -0.246 -0.480
S -2.502 0.983 -0.005 -0.172
S -0.269 2.509 -0.900 -0.232
Br 0.161 -2.174 -2.583 -0.540
Br 1.100 -5.201 4.831 0.029
C -0.159 -4.704 3.501 -0.132
C -1.407 -5.307 3.491 0.003
N -2.343 -4.998 2.599 -0.416
C -2.055 -4.065 1.693 0.071
C -0.824 -3.425 1.628 -0.156
C 0.155 -3.749 2.555 -0.154
C -0.551 -2.350 0.625 0.787
O -1.518 -1.775 0.054 -0.713
O 0.631 -1.990 0.422 -0.700
H -1.656 -6.056 4.235 0.190
H -2.825 -3.803 0.978 0.222
H 1.113 -3.247 2.526 0.258
C -5.383 1.686 -2.168 -0.743
S -5.302 1.643 -3.976 0.222
C -3.749 2.412 -4.222 -0.496
C -2.538 1.890 -3.883 -0.336
S -2.213 0.309 -3.299 -0.253
S -1.202 2.988 -4.223 0.495
C -2.071 4.279 -4.950 -0.568
S -1.349 5.631 -5.603 -0.235
S -3.759 4.010 -4.930 0.467
H -6.334 1.231 -1.881 0.203
H -5.338 2.711 -1.802 0.226
H -4.559 1.111 -1.749 0.261

102
Properties=species:S:1:pos:R:3:mulliken_spin:R:1 method="wB97M-V/def2-TZVPD" lumo_energy_ev="2.24 / 2.16" e_homo_ha="0.018 / -0.266" max_force_ev_per_a=3.840 total_charge=-1 spin_multiplicity=2 mol_weight_g_mol=520.79 homo_lumo_gap_ev="1.76 / 9.39"
C 0.173 0.106 -4.749 0.218
C 1.687 -0.126 -5.007 -0.117
C 2.611 0.778 -4.196 0.198
O 1.939 -1.509 -4.702 -0.008
H -0.364 -0.494 -5.483 0.016
H -0.047 1.154 -4.952 -0.064
H -0.131 -0.175 -3.740 -0.017
H 1.817 0.031 -6.078 -0.026
H 2.335 1.831 -4.151 -0.115
H 3.635 0.544 -4.486 0.021
H 2.629 0.492 -3.144 -0.020
H 2.294 -1.577 -3.813 0.009
C 0.779 3.610 3.935 0.286
C 0.249 5.038 4.126 -0.165
C 0.487 6.031 2.964 0.092
O -1.083 4.892 4.534 -0.009
H 1.817 3.640 3.602 -0.060
H 0.226 3.194 3.093 0.038
H 0.827 2.939 4.792 0.052
H 0.734 5.496 4.988 -0.033
H -0.051 6.979 2.986 -0.032
H 0.072 5.505 2.105 0.104
H 1.540 6.234 2.770 -0.022
H -1.523 4.814 3.684 0.164
C 2.759 0.102 2.753 -0.026
C 3.873 0.576 3.631 -0.016
C 5.321 0.294 3.449 0.012
O 3.741 1.920 3.696 -0.072
H 2.860 0.438 1.721 0.019
H 1.743 0.285 3.104 0.017
H 2.942 -0.971 2.694 0.017
H 3.582 0.242 4.627 0.002
H 5.661 0.845 2.572 -0.003
H 5.573 -0.749 3.256 -0.008
H 5.821 0.640 4.354 0.003
H 3.791 2.086 4.640 0.023
C 2.853 -2.492 -0.074 -0.057
C 3.192 -2.881 -1.446 -0.009
C 2.187 -3.656 -2.168 0.014
O 3.528 -1.764 -2.262 -0.033
H 3.783 -2.140 0.373 0.017
H 2.377 -3.256 0.541 -0.006
H 2.172 -1.646 -0.173 0.039
H 4.054 -3.531 -1.297 -0.009
H 1.259 -3.114 -2.347 -0.012
H 1.772 -4.580 -1.765 -0.004
H 2.672 -4.069 -3.052 0.005
H 4.092 -1.200 -1.727 0.018
C -0.018 0.750 0.012 -0.085
C -1.172 -0.189 0.220 -0.387
O -1.016 -1.187 -0.775 -0.046
H -0.324 1.275 -0.892 0.045
H 0.920 0.230 -0.185 -0.087
H 0.070 1.555 0.742 0.045
H -2.148 0.285 0.119 0.304
H -1.023 -0.658 1.193 -0.021
H -1.517 -0.871 -1.531 0.078
C -0.926 -4.239 3.581 0.001
C -1.177 -3.062 2.585 0.013
O -1.845 -3.387 1.451 -0.028
H -0.715 -3.764 4.539 -0.006
H -0.080 -4.886 3.349 0.001
H -1.712 -4.971 3.764 0.002
H -0.253 -2.567 2.285 0.036
H -1.856 -2.325 3.015 0.002
H -1.462 -2.730 0.865 -0.004
C -5.339 0.226 0.712 0.037
C -6.146 -0.739 -0.124 0.023
O -7.515 -0.831 0.174 -0.060
H -5.616 1.280 0.757 0.064
H -4.364 0.274 0.227 -0.046
H -5.094 -0.133 1.711 0.018
H -5.685 -1.672 0.202 0.047
H -5.892 -0.545 -1.166 0.047
H -7.833 -1.604 -0.299 -0.012
C -2.123 -4.051 -2.601 -0.088
C -1.497 -4.712 -3.853 0.036
O -2.128 -4.264 -5.054 -0.047
H -1.591 -4.140 -1.654 -0.006
H -3.004 -4.638 -2.343 -0.001
H -2.545 -3.077 -2.850 0.037
H -1.348 -5.763 -3.608 0.006
H -0.488 -4.315 -3.967 0.009
H -1.551 -4.361 -5.815 0.012
C -3.353 0.670 -3.389 1.043
O -2.896 -0.566 -2.942 -0.709
H -3.050 1.401 -2.639 -0.050
H -2.870 0.998 -4.309 0.044
H -4.436 0.732 -3.496 -0.081
H -2.923 -1.112 -3.731 0.064
C 2.991 3.467 0.178 0.351
O 4.101 2.929 -0.510 -0.094
H 2.017 3.241 -0.257 0.005
H 2.849 3.068 1.182 -0.115
H 3.204 4.531 0.280 -0.049
H 4.068 3.308 -1.392 0.011
C -3.154 3.102 2.165 1.085
O -2.059 3.910 1.989 -2.018
H -4.000 3.789 2.183 0.059
H -3.310 2.412 1.336 0.067
H -3.266 2.575 3.112 0.194
H -2.152 4.548 1.278 0.813